# 1
The following is a quantum chemistry calculation of a single C19H18N2O3 molecule in a non-equilibrium geometry, from the OMol25 dataset.

Structure (XYZ):
```
42
Properties=species:S:1:pos:R:3:forces:R:3
C 3.078217 1.366312 -2.331215 -0.0179 -0.1777 -0.1630
C 1.859546 0.519111 -2.329692 -0.6705 0.1143 0.5575
C 0.714121 0.533587 -1.571263 0.4529 -0.3015 -0.6552
C -0.068569 -0.533559 -2.124354 0.8942 0.3406 -0.2175
N 0.591263 -1.104280 -3.102101 -1.0417 -0.6808 0.1173
O 1.773120 -0.460351 -3.240491 0.6468 0.6761 0.1704
C -1.384878 -1.012589 -1.728363 -0.4967 -0.2581 0.0034
C -2.187542 -1.648553 -2.674848 0.0897 0.0895 0.0791
C -3.438598 -2.115693 -2.323470 -0.0706 -0.0669 -0.0354
C -3.900452 -1.958165 -1.026086 -0.0436 -0.0179 0.0126
C -3.101734 -1.338020 -0.080533 -0.0393 -0.0163 0.0568
C -1.848453 -0.866736 -0.424848 0.0996 -0.0165 -0.1498
H -1.231722 -0.395396 0.322805 0.0308 0.0587 0.0758
H -3.453884 -1.217476 0.933092 -0.0298 0.0085 0.0953
H -4.881133 -2.320157 -0.753359 -0.0743 -0.0215 0.0195
H -4.058199 -2.602579 -3.062343 -0.0400 -0.0318 -0.0583
H -1.813232 -1.763061 -3.680100 -0.0011 -0.0111 -0.1096
C 0.345028 1.501620 -0.516154 0.3263 0.1601 -0.1350
O -0.752896 2.007942 -0.416150 -0.2590 -0.0583 -0.0007
N 1.384099 1.829334 0.298816 0.2949 0.0860 0.2487
H 2.218674 1.262172 0.287584 -0.1318 -0.0650 -0.1132
C 1.183718 2.594840 1.503467 0.0773 0.0382 0.2377
H 0.130496 2.880806 1.540293 0.1274 0.0349 0.0313
H 1.802500 3.501257 1.474507 -0.1142 -0.0207 0.1001
C 1.566885 1.743738 2.735014 -0.5610 0.4280 -0.1485
C 0.718736 0.494707 2.768013 0.1975 0.0745 0.1296
C 1.189498 -0.702788 2.248949 0.0599 0.0369 0.0435
C 0.385834 -1.829750 2.253275 -0.0042 -0.0834 -0.0272
C -0.895327 -1.767920 2.772277 -0.0320 -0.0690 0.0415
C -1.371271 -0.573151 3.287061 -0.1098 -0.0270 0.0150
C -0.569457 0.553361 3.283929 0.1222 0.0259 -0.0664
H -0.943513 1.484314 3.685305 -0.0521 0.1105 0.0602
H -2.370326 -0.517549 3.693466 -0.0892 -0.0010 0.0401
H -1.521884 -2.647203 2.772087 -0.0593 -0.0719 -0.0022
H 0.760538 -2.756889 1.845616 0.0273 -0.0806 -0.0344
H 2.195569 -0.753277 1.862069 0.0959 -0.0290 -0.0241
O 2.933816 1.387107 2.667457 0.2887 -0.1527 -0.0697
H 3.467139 2.183698 2.758202 -0.0399 -0.0242 0.0128
H 1.371682 2.337063 3.641833 0.0071 -0.0990 -0.1430
H 2.847854 2.353425 -1.939740 0.0220 0.0224 0.0061
H 3.456233 1.451874 -3.347368 0.0511 0.0547 -0.0307
H 3.859475 0.914361 -1.719155 0.0661 0.0219 0.0298
```
Forces are in eV/Å.

The lowest unoccupied orbital energy is 0.409 eV. The energy above the lowest of the compared OMol25 structures with the same formula, charge and spin comes out at 2.5176 eV. Its SMILES is Cc1onc(-c2ccccc2)c1C(=O)NC[C@H](O)c1ccccc1. The calculation puts the frontier orbital gap at 9.2 eV.


# 2
The following is a quantum chemistry calculation of 2 unconnected molecules or ions with the total composition C19H18N5O7 in a non-equilibrium geometry, from the OMol25 dataset.

Structure (XYZ):
```
49
Properties=species:S:1:pos:R:3:forces:R:3
C -6.705984 -1.007200 -1.544885 0.6466 0.8432 -0.1319
O -5.924152 0.187859 -1.765163 -0.9443 -0.6055 -0.2453
C -4.758140 0.361781 -1.090700 0.9206 0.0417 0.9221
C -4.049038 1.558809 -1.342305 -1.0854 -0.8594 -0.3863
C -2.875284 1.813049 -0.683570 0.5059 0.1399 0.2677
C -2.395046 0.924643 0.275842 0.4983 -0.1566 0.3137
C -1.109970 1.234580 1.027850 -0.5632 0.1186 0.2528
C 0.083316 0.720555 0.352682 1.9352 -0.6004 -1.4278
C 0.413616 -0.676348 0.463313 -0.9674 1.4878 -0.7012
O -0.187863 -1.474635 1.158717 0.2822 -0.3138 -0.1207
O 1.503801 -1.113769 -0.301984 -0.0093 0.1224 -0.4898
C 1.670504 -0.364799 -1.525313 0.2237 0.2278 1.0046
C 2.963735 -0.844385 -2.168212 -0.2574 0.1375 0.1357
C 0.459935 -0.604414 -2.407064 -0.0704 0.0417 -0.2476
O 1.849862 1.034906 -1.219079 0.2363 -0.4783 -0.6989
C 0.775322 1.608490 -0.569862 -1.4505 -1.2514 1.0780
O 0.436920 2.751009 -0.808740 0.6330 0.2118 -0.2447
C -3.058619 -0.279449 0.488281 0.4680 0.2048 0.2453
C -4.243172 -0.562338 -0.158421 -0.8829 0.2704 -0.9493
H -7.557300 -0.887524 -2.217869 0.0912 -0.1587 0.1479
H -6.132160 -1.905804 -1.810520 -0.1320 0.1636 0.0856
H -7.054989 -1.072352 -0.504441 0.1292 0.0074 -0.1999
H -4.464974 2.253140 -2.065811 0.0800 -0.0703 0.0048
H -2.270402 2.688312 -0.925846 -0.2615 -0.0738 0.1610
H -0.977452 2.319339 1.086451 -0.2157 -0.1225 0.3434
H -1.137485 0.761365 2.017008 -0.2897 0.3304 0.0849
H 3.807395 -0.674965 -1.493498 -0.1448 -0.0181 -0.0425
H 2.872958 -1.912975 -2.381694 0.0762 0.1446 0.0032
H 3.127146 -0.286956 -3.095624 -0.0021 -0.1223 0.1262
H -0.463154 -0.244651 -1.936330 0.2614 -0.1074 -0.1597
H 0.605771 -0.090709 -3.360358 -0.0818 -0.0618 0.0304
H 0.382507 -1.682765 -2.572512 -0.0603 0.1407 -0.0619
H -2.590270 -1.016934 1.136399 -0.1966 0.1744 0.0676
H -4.773511 -1.491474 0.043228 0.1663 0.1576 -0.0697
O 2.005021 2.772240 2.249455 2.2063 -0.8811 -0.5573
N 3.157020 2.385609 1.934179 -1.1746 2.6441 0.0680
C 3.374332 0.977653 1.832491 -0.2905 -0.9850 -0.0599
C 2.299342 0.143763 2.084347 0.8854 0.4545 1.9605
N 2.646107 -1.158873 2.307271 0.2968 -1.1008 -0.3003
N 1.833919 -2.157876 2.771728 0.6045 -0.7795 -0.3080
N 2.499878 -3.270452 2.643966 0.3488 1.8878 -0.0894
N 3.752784 -3.061908 2.142027 -0.2250 1.2634 0.1972
C 3.864088 -1.729897 1.969837 -1.2600 -0.9389 0.0698
C 4.922846 -0.877241 1.574389 -0.1426 -0.0255 0.0559
C 4.676979 0.468796 1.560999 0.1994 -0.1554 -0.2287
O 4.098159 3.180248 1.723358 -1.2079 -1.5600 0.2936
H 1.325550 0.483346 2.428552 0.4013 -0.1610 -0.2150
H 5.866703 -1.368498 1.348092 -0.0866 0.4865 -0.0032
H 5.453438 1.189676 1.329361 -0.0940 -0.1152 0.0187
```
Forces are in eV/Å.

Its total charge is -1. The lowest unoccupied orbital energy is 1.649 eV. The energy above the lowest of the compared OMol25 structures with the same formula, charge and spin comes out at 0.0000 eV. The calculation puts the frontier orbital gap at 5.8 eV.


# 3
The following is a quantum chemistry calculation of a molecular structure, C19H18N5OPb in a non-equilibrium geometry, from the OMol25 dataset.

Structure (XYZ):
```
44
Properties=species:S:1:pos:R:3:forces:R:3
Pb 0.717896 0.502637 0.795079 0.2709 0.4810 -0.3115
C -0.130928 -4.838875 0.211100 -0.3336 -0.3879 0.3947
C 0.061061 -3.377819 -0.053204 0.7058 -0.6373 -0.0486
N -0.922315 -2.607709 -0.003205 -1.1805 0.7247 0.8877
N -1.977791 -2.056835 0.013667 1.0092 -0.9373 -2.2332
C -2.361047 -1.011231 0.876498 -0.6822 0.8538 1.8795
O -1.524955 -0.106032 1.064102 -0.0541 -0.3202 -0.3422
C -3.674836 -1.126289 1.396204 0.0216 -0.1433 -0.1036
C -4.158480 -0.223104 2.372000 0.0860 0.0002 -0.0497
C -5.412022 -0.413795 2.905411 0.1365 0.1180 0.0335
C -6.188025 -1.506146 2.509354 0.3175 -0.0932 -0.2419
C -5.720767 -2.406678 1.546062 -0.1152 0.0480 0.0660
C -4.487426 -2.212087 0.979009 0.1476 0.0508 -0.1356
C 1.422325 -2.873431 -0.327145 0.6712 0.0982 -0.5356
C 2.353344 -3.739758 -0.900256 -0.3603 0.2061 0.1965
C 3.674310 -3.335640 -1.043272 -0.0154 0.3430 0.1512
C 4.029342 -2.074010 -0.586082 0.0049 -0.2812 -0.1670
C 3.042004 -1.261471 -0.057198 -0.2282 -0.1046 0.0159
N 1.758788 -1.623610 0.059551 -0.0188 -0.1841 -0.0373
H -1.062540 -5.041086 0.735385 -0.0381 0.0383 -0.0157
H 0.696527 -5.238994 0.794677 0.0151 0.1056 0.0049
H -0.172449 -5.369375 -0.745527 0.0161 0.1243 -0.0699
H -3.527355 0.591170 2.697182 -0.0458 0.0836 0.0386
H -5.800369 0.277630 3.637765 0.0198 0.0354 0.0685
H -7.164042 -1.656448 2.942930 -0.1392 0.0189 0.0528
H -6.349258 -3.224389 1.230222 -0.0151 -0.0841 -0.0380
H -4.138617 -2.851900 0.176348 -0.1551 -0.0824 0.0100
H 2.053593 -4.720781 -1.232477 -0.0312 -0.1063 0.0070
H 4.405394 -4.002402 -1.478796 0.0339 -0.0013 -0.0269
H 5.048585 -1.721788 -0.638273 0.0592 0.0291 0.0162
H 3.300709 -0.278845 0.320501 0.1382 0.1268 -0.0561
N 2.224198 3.044840 -1.153001 0.2962 0.3115 0.5245
C 1.843612 2.076119 -1.996985 -0.0657 -0.4316 -0.4768
C 2.327788 2.080615 -3.327534 -0.1831 -0.1464 -0.0210
C 1.893117 1.136511 -4.219686 -0.0379 0.2175 0.4544
C 0.949842 0.191251 -3.793176 -0.2231 -0.2958 0.4618
C 0.569644 0.194410 -2.476859 0.1465 -0.1328 -0.7083
N 1.031844 1.081316 -1.562047 0.0036 0.3504 0.5151
H 2.772938 3.816582 -1.506576 -0.0556 -0.1000 0.1050
H 1.785520 3.196049 -0.260162 -0.0644 0.1310 -0.1774
H 3.018253 2.851375 -3.630037 0.0871 0.1153 0.0019
H 2.250709 1.124632 -5.236380 0.0589 0.0845 -0.1268
H 0.542266 -0.536250 -4.476701 -0.0640 -0.0483 -0.0156
H -0.146097 -0.526262 -2.114127 -0.1392 -0.1778 0.0529
```
Forces are in eV/Å.

Its total charge is +3. The lowest unoccupied orbital energy is -11.818 eV. The calculation puts the frontier orbital gap at 5.3 eV.


# 4
The following is a quantum chemistry calculation of a molecular structure, C19H18N9O5S2 in a non-equilibrium geometry, from the OMol25 dataset.

Structure (XYZ):
```
53
Properties=species:S:1:pos:R:3:forces:R:3
C -1.844229 -2.849175 -3.312954 -0.0978 -0.3811 -0.2372
H -0.905240 -3.326571 -3.603942 -0.0348 0.0274 0.0412
H -2.130546 -2.101409 -4.051215 0.0078 -0.0063 0.0499
H -2.621308 -3.606752 -3.220517 0.0357 0.0789 -0.0237
O -1.678848 -2.169086 -2.073264 -0.0199 0.4983 0.9116
N -2.147428 -2.922181 -1.052940 -0.2222 -0.5748 -0.4214
C -2.154063 -2.471055 0.143782 0.4833 0.8062 -0.8618
C -2.668476 -3.418624 1.130341 -0.4050 -1.6846 0.2106
N -2.734181 -4.689296 0.833219 0.4290 0.2812 -0.7417
S -3.357452 -5.542361 2.070280 -0.1830 0.8247 0.6625
C -3.526722 -4.073225 3.028781 0.0943 -0.9967 -0.3984
N -3.101085 -3.035146 2.365253 -0.2115 0.2622 0.3945
N -3.990606 -4.056986 4.283168 -0.1343 0.0911 0.3225
H -4.410955 -4.884233 4.667367 -0.0186 0.0870 0.0650
H -4.181846 -3.173875 4.724701 -0.0200 -0.0461 0.0031
C -1.680562 -1.107517 0.543687 0.0493 0.2723 -0.1806
O -0.990610 -0.398570 -0.174902 -0.0430 -0.3077 -0.1304
N -2.083683 -0.694913 1.763080 0.0107 0.0746 0.1699
C -1.701695 0.595286 2.228082 0.0170 -0.2192 -0.0688
C -1.485750 1.648452 1.119246 -0.5343 0.5169 -0.0634
O -2.143876 2.185593 0.289945 -0.0970 -0.1639 -0.0657
N -0.177828 1.871922 1.559317 0.2028 0.3259 0.2787
C 0.927960 2.353668 0.898015 0.3850 -0.2146 -0.0227
C 2.155121 1.815465 1.079312 -0.4149 0.4102 -0.1233
C 2.388936 0.710366 2.067770 -0.5166 -0.3667 0.2064
H 3.246770 0.102550 1.783367 0.0632 0.0536 0.0145
H 2.566071 1.108171 3.070027 0.1721 0.0054 -0.0548
S 0.994556 -0.472948 2.187406 0.0907 0.1084 0.2461
C -0.204281 0.843824 2.568876 0.5441 -0.3463 0.2239
H 0.003853 1.217285 3.574273 -0.0867 0.0239 -0.0888
C 3.370934 2.306940 0.338435 -0.0450 0.2043 0.4730
N 3.310443 2.115533 -1.104023 0.0301 -0.5251 -0.5108
C 2.505222 1.300808 -1.815994 -0.0484 -0.1595 -0.1769
C 1.593278 0.288901 -1.488387 -0.2985 -0.2870 -0.3375
C 0.894252 -0.279955 -2.522567 0.3265 0.3234 0.4584
C 1.158624 0.138987 -3.843053 0.1354 0.0653 0.2136
N 2.044129 1.044348 -4.140469 -0.1985 -0.0498 -1.1750
N 2.683465 1.607579 -3.142338 -0.1487 -0.3025 1.4428
C 3.610170 2.600919 -3.247330 0.5516 0.6387 0.2017
C 3.982627 2.914884 -1.980180 0.0379 0.0136 -0.6836
H 4.674875 3.660592 -1.644500 0.0823 0.1240 0.0579
H 3.905285 3.003444 -4.194048 0.0220 0.0369 -0.1473
H 0.638803 -0.285845 -4.687778 -0.0149 -0.0168 -0.0755
H 0.134155 -1.014267 -2.311983 -0.0495 -0.0700 0.0543
H 1.414681 -0.026626 -0.474898 -0.0499 -0.0046 0.1088
H 4.261636 1.797393 0.721359 -0.1265 0.1194 -0.0498
H 3.497997 3.382129 0.500374 0.0620 -0.1277 -0.0905
C 0.626248 3.488888 -0.034746 0.3382 0.1477 -0.3910
O 1.183689 3.674834 -1.088692 -0.0983 0.0700 0.0469
O -0.300605 4.277339 0.468412 -0.3604 0.3611 0.4299
H -0.564993 4.975030 -0.153903 0.2217 -0.2054 -0.0927
H -2.381957 0.927924 3.012692 0.0832 0.0013 -0.0571
H -2.604956 -1.358440 2.344057 0.0020 0.2025 -0.0174
```
Forces are in eV/Å.

Its total charge is +1. The lowest unoccupied orbital energy is -3.113 eV. The calculation puts the frontier orbital gap at 7.8 eV.


# 5
The following is a quantum chemistry calculation of a molecular structure, C19H19AsIO4PdSe, from the OMol25 dataset.

Structure (XYZ):
```
46
Properties=species:S:1:pos:R:3:forces:R:3
Pd 0.242818 -2.068907 -0.247899 0.0779 -0.0664 0.0815
I 2.900779 -2.905402 0.008110 0.0441 0.0549 0.1031
C 2.885467 -2.232089 2.002904 -0.0335 0.0100 -0.0244
C 4.052888 -2.274074 2.706105 0.0614 -0.0383 -0.0813
C 4.066265 -1.874220 4.059217 -0.0348 0.0147 0.0372
C 2.912011 -1.465174 4.658347 0.0097 -0.0045 -0.0111
C 1.689494 -1.422137 3.941148 0.0193 -0.0100 0.0046
C 0.489899 -1.021649 4.574147 -0.0168 0.0029 -0.0055
C -0.681820 -1.010112 3.872093 0.0236 -0.0022 0.0178
C -0.701679 -1.367595 2.507231 0.0171 -0.0191 -0.0303
C 0.435295 -1.739568 1.828937 -0.1796 0.0016 0.0193
C 1.654193 -1.795346 2.566281 -0.0086 -0.0148 -0.0918
H 4.964252 -2.619785 2.236221 -0.0050 0.0022 0.0034
H 4.995729 -1.908251 4.613527 0.0001 0.0048 0.0037
H 2.907834 -1.169615 5.701658 0.0051 0.0002 0.0011
H 0.521487 -0.740431 5.620777 -0.0055 0.0018 0.0006
H -1.605306 -0.719910 4.360851 0.0037 -0.0025 0.0092
H -1.647557 -1.351458 1.974997 0.0033 0.0111 -0.0033
O -0.384647 -2.758845 -2.609484 0.0661 0.0120 -0.2433
Se -1.638684 -3.260050 -1.660764 0.3020 0.1864 0.3150
O -0.900702 -4.159153 -0.480053 -0.0660 -0.1129 -0.0044
O -1.985464 -1.837663 -0.820633 -0.0200 0.0921 0.0695
O -2.895809 -3.920582 -2.404521 -0.1280 -0.0468 -0.0636
C 1.556204 1.941074 -0.797980 0.0421 -0.1338 0.0083
As 0.353571 0.390808 -0.871892 -0.1548 0.0607 -0.0991
C -1.154360 1.140950 0.091751 0.0011 -0.0104 0.0046
C -0.247371 0.455042 -2.746694 0.0059 -0.0044 -0.0090
C -1.151666 1.597924 -3.062172 -0.0191 -0.0029 -0.0041
C -2.529599 1.458697 -2.884525 0.0014 -0.0027 -0.0001
C -3.386082 2.519679 -3.131909 0.0083 -0.0026 0.0005
C -2.884660 3.742221 -3.562336 -0.0074 0.0021 0.0008
C -1.518356 3.890284 -3.749335 0.0088 0.0021 -0.0015
C -0.661274 2.826141 -3.501928 -0.0014 0.0048 0.0066
H 1.038741 2.821541 -1.180251 -0.0206 -0.0123 -0.0080
H 2.450544 1.752698 -1.391065 -0.0095 -0.0070 -0.0015
H 1.851024 2.118697 0.235701 -0.0107 -0.0288 0.0091
H -1.430544 2.120829 -0.296450 0.0061 0.0013 -0.0164
H -0.880322 1.214060 1.144047 0.0113 -0.0040 -0.0031
H -1.978023 0.436033 -0.014095 -0.0197 0.0240 0.0067
H -0.727988 -0.513759 -2.889685 0.0055 0.0054 -0.0170
H 0.658688 0.462577 -3.355533 0.0135 0.0408 0.0090
H -2.916886 0.504255 -2.544771 0.0032 -0.0062 0.0082
H -4.451923 2.390866 -2.989211 0.0004 -0.0001 -0.0004
H -3.554983 4.570298 -3.756140 -0.0003 -0.0002 0.0000
H -1.116459 4.835564 -4.093965 -0.0021 0.0007 0.0000
H 0.404977 2.945522 -3.660777 0.0026 -0.0039 -0.0003
```
Forces are in eV/Å.

The expectation value of S² is 2.010. Its total charge is -1. Its spin multiplicity is 3. The lowest unoccupied orbital energy (alpha / beta) is 2.357 / 2.114 eV. The energy above the lowest of the compared OMol25 structures with the same formula, charge and spin comes out at 0.8848 eV. The calculation puts the frontier orbital gap (alpha / beta) at 6.5 / 7.4 eV.


Question: Number 1 is which compound?
Answer: C19H18N2O3


Question: Number 3 is which compound?
Answer: C19H18N5OPb